1.
The following is a DFT calculation (ωB97M-V/def2-TZVPD) of a structure of composition C18H10Cl2N4O2RhTe.

The geometry in XYZ format:
```
38
C18H10Cl2N4O2RhTe, DFT ωB97M-V/def2-TZVPD
Rh -0.19051 -1.06154 -0.80169
Cl -0.18757 5.07721 2.54648
C 0.05753 3.39538 2.21398
C -0.42179 2.88086 1.02929
C -0.22866 1.52416 0.72506
N -0.61269 0.90454 -0.41724
C -1.65369 1.36355 -1.18704
O -1.88178 2.51153 -1.52338
C -2.60334 0.24464 -1.46056
C -3.91612 0.51458 -1.81761
C -4.85320 -0.49813 -1.79785
C -4.43265 -1.76953 -1.42501
C -3.10186 -1.97418 -1.11743
N -2.18912 -1.00219 -1.13093
C 0.41938 0.67709 1.68848
C 0.95500 1.25315 2.86048
C 0.76103 2.58469 3.12394
Cl 1.38216 3.25107 4.60170
N 0.46582 -0.62971 1.41555
C 1.63698 -1.36865 1.70561
O 1.93015 -1.84793 2.80305
C 2.44645 -1.41691 0.50500
C 3.81162 -1.74582 0.54119
C 4.59723 -1.53895 -0.55981
C 4.00242 -0.98210 -1.72610
C 2.65090 -0.73540 -1.72772
N 1.85531 -0.96304 -0.67359
H -0.91629 3.51738 0.31213
H -4.16444 1.53540 -2.07472
H -5.88918 -0.30424 -2.04112
H -5.12672 -2.59664 -1.37929
H -2.73742 -2.95913 -0.85315
H 1.46274 0.61924 3.57486
H 4.21636 -2.12439 1.47097
H 5.65218 -1.78115 -0.53943
H 4.59044 -0.77022 -2.60838
H 2.16051 -0.35713 -2.61686
Te 0.05277 -3.42747 -1.63886
```

Output
**Electronic energy**: -2360.4394 hartree
**Gap between HOMO and LUMO (alpha / beta)**: 4.3 / 5.2 eV
**Expectation value of S²**: 6.06
**Multiplicity**: 5
**HOMO (alpha / beta)**: -2.3 / -4.2 eV
**Total charge**: -1

=====

2.
The following is a DFT calculation (ωB97M-V/def2-TZVPD) of a structure of composition C18H11AsBeBrF4PS4.

The geometry in XYZ format:
```
41
C18H11AsBeBrF4PS4, DFT ωB97M-V/def2-TZVPD
Be -2.56482 -0.11061 -0.14980
F 1.32218 5.59479 0.00660
C 0.96418 4.30379 -0.02510
C 1.93208 3.31269 0.02370
F 3.22718 3.64809 0.10770
C 1.56418 1.96859 -0.00340
F 2.53628 1.04949 0.08050
C 0.21918 1.58859 -0.08890
P -0.42832 -0.10791 -0.14980
C 0.24518 -0.70571 -1.73010
C -0.66232 -0.91541 -2.78350
C -0.22932 -1.37001 -4.03250
C 1.12148 -1.62001 -4.25220
C 2.03638 -1.41811 -3.22330
C 1.60068 -0.96601 -1.97370
C 0.48288 -0.96841 1.17020
C 0.95428 -2.28171 1.01950
C 1.61168 -2.94001 2.06420
C 1.78398 -2.30751 3.29150
C 1.28908 -1.02151 3.47850
C 0.63718 -0.36351 2.43120
C -0.74122 2.61049 -0.11730
Br -2.56212 2.10809 -0.14980
C -0.37542 3.95529 -0.09040
F -1.30752 4.91929 -0.11670
H -1.72632 -0.73121 -2.64230
H -0.94942 -1.52951 -4.83090
H 1.46048 -1.97441 -5.22200
H 3.09278 -1.61501 -3.38800
H 2.34528 -0.83471 -1.19250
H 0.81148 -2.82221 0.08610
H 1.97958 -3.95251 1.91860
H 2.28938 -2.82151 4.10470
H 1.39988 -0.53091 4.44220
H 0.23778 0.62909 2.62670
S -5.34972 -1.70921 2.63510
As -4.73272 -0.06231 2.01810
S -4.71932 -0.11061 -0.17330
S -2.54132 -0.11061 2.00470
S -5.69002 1.75129 2.97540
H -2.56482 -1.53821 -0.14980
```

Output
**Electronic energy**: -7850.6352 hartree
**Gap between HOMO and LUMO**: 4.4 eV
**HOMO**: -0.4 eV
**Total charge**: -2

=====

3.
The following is a DFT calculation (ωB97M-V/def2-TZVPD) of a structure of composition C18H11B3Cl56O3.

The geometry in XYZ format:
```
91
C18H11B3Cl56O3, DFT ωB97M-V/def2-TZVPD
C 3.48274 -3.69549 2.01293
C 2.15866 -2.92003 1.68278
C 1.36639 -3.77409 0.65268
C 0.07102 -3.09108 0.13430
B -1.28124 -3.78735 0.59565
O -1.36456 -5.00661 1.32096
B -2.14110 -4.65955 2.46597
O -3.47168 -4.18505 2.30452
B -3.33393 -3.05285 1.45048
O -2.51181 -3.13394 0.31185
H 4.35608 -3.03370 1.97447
H 3.63511 -4.44866 1.22505
H 3.38629 -4.21448 2.96882
H 2.42564 -1.98550 1.16069
H 1.58647 -2.69346 2.58998
H 2.03927 -3.90963 -0.20998
H 1.20829 -4.77394 1.07915
H 0.06650 -3.06179 -0.96999
H -0.00798 -2.03361 0.44650
H -1.64670 -4.71351 3.54050
H -3.84030 -2.01062 1.68314
C -1.65737 1.26319 0.50479
Cl -2.02303 2.96841 0.19573
Cl -1.85144 0.34481 -0.99433
Cl 0.01124 1.11061 1.08275
Cl -2.76654 0.63304 1.73449
C -2.89154 6.29901 2.21195
Cl -4.65588 6.38199 2.34516
Cl -2.18260 7.75452 2.92657
Cl -2.30151 4.87949 3.08836
Cl -2.43361 6.20469 0.49661
C -2.80651 -8.47855 -0.12990
Cl -1.11678 -7.99487 -0.34674
Cl -2.87807 -9.93440 0.87726
Cl -3.70091 -7.17002 0.65915
Cl -3.53048 -8.81829 -1.71053
C -2.88881 8.47340 7.24500
Cl -1.19943 8.95977 7.02532
Cl -2.96548 7.08421 8.34322
Cl -3.80908 9.81905 7.93451
Cl -3.57983 8.02537 5.67796
C -1.54313 1.61248 -5.19707
Cl -2.86795 0.60816 -5.81247
Cl -0.06611 0.63908 -5.09755
Cl -1.27191 2.97025 -6.30082
Cl -1.95893 2.21375 -3.58208
C -8.03267 8.82780 8.88159
Cl -6.46677 8.01773 8.72766
Cl -9.10400 8.29835 7.57419
Cl -8.76022 8.41912 10.44391
Cl -7.79932 10.58129 8.77961
C 6.23627 -6.27902 5.23398
Cl 6.33186 -6.22840 7.00176
Cl 4.63649 -6.86149 4.74732
Cl 6.50323 -4.65481 4.57968
Cl 7.48208 -7.37251 4.60833
C 10.93611 -6.81342 2.36960
Cl 10.49919 -8.20574 3.37534
Cl 11.05895 -5.36490 3.38042
Cl 12.49823 -7.13061 1.59950
Cl 9.71476 -6.55124 1.11122
C 7.63750 -2.15729 0.63474
Cl 8.49624 -1.35561 -0.69078
Cl 8.07784 -1.39137 2.17026
Cl 5.89155 -1.99518 0.37032
Cl 8.10427 -3.86736 0.67476
C -5.33229 5.01500 -4.48761
Cl -7.01641 4.52595 -4.22731
Cl -4.62899 5.54441 -2.94914
Cl -4.40890 3.64144 -5.11391
Cl -5.27723 6.34869 -5.65087
C -8.12916 9.20976 -6.12653
Cl -6.45008 9.71633 -6.38247
Cl -8.15703 7.73525 -5.14820
Cl -9.01093 10.49647 -5.28733
Cl -8.89394 8.89367 -7.69238
C -1.04119 3.38687 -10.37913
Cl 0.64136 3.89414 -10.59594
Cl -1.09308 1.93191 -9.37284
Cl -1.95091 4.68299 -9.58295
Cl -1.76430 3.04223 -11.95921
C 4.05482 5.73601 -10.99764
Cl 5.73726 6.24476 -11.21374
Cl 4.00317 4.27610 -9.99506
Cl 3.14293 7.02892 -10.20225
Cl 3.33404 5.39153 -12.57836
C 4.21125 -11.26489 4.55463
Cl 5.52030 -10.08789 4.74087
Cl 4.72024 -12.54653 3.44281
Cl 3.82137 -11.97111 6.13162
Cl 2.77866 -10.45159 3.90171
```

Output
**Electronic energy**: -26763.5347 hartree
**Gap between HOMO and LUMO**: 10.8 eV
**HOMO**: -10.8 eV

=====

4.
The following is a DFT calculation (ωB97M-V/def2-TZVPD) of a structure of composition C18H11Cl2N2NiS9.

The geometry in XYZ format:
```
43
C18H11Cl2N2NiS9, DFT ωB97M-V/def2-TZVPD
Ni 1.89383 -0.15969 1.00236
Cl 2.71937 -0.45391 3.06848
C 4.29527 -1.12186 2.90909
C 4.92464 -1.67409 4.00749
C 6.16317 -2.27344 3.85313
C 6.75723 -2.32748 2.60128
C 6.13070 -1.74880 1.51424
Cl 6.88661 -1.80492 -0.03054
C 4.88136 -1.11725 1.63403
S 4.11261 -0.37685 0.27906
H 4.43534 -1.63996 4.96922
H 6.66102 -2.70470 4.70785
H 7.70708 -2.82070 2.46625
C -1.16125 1.74214 -2.41785
S 0.15489 2.88616 -1.88280
C 1.58669 2.02574 -2.42487
C 1.94002 0.76041 -2.09277
S 1.02862 -0.32758 -1.12154
S 3.41760 0.16641 -2.86448
C 3.84518 1.62969 -3.69379
S 5.18148 1.78647 -4.62665
S 2.69600 2.91750 -3.45142
H -2.10233 2.23425 -2.19404
H -1.07879 0.81062 -1.86326
H -1.06148 1.56551 -3.48471
S -4.26339 3.21088 -0.42637
C -3.24691 2.10997 0.25654
S -1.69414 2.47671 0.97764
C -1.44249 0.71169 1.20450
N -2.43476 0.01618 0.78179
N -3.43438 0.76822 0.28853
C -4.61187 0.10585 -0.10545
C -5.85638 0.59741 0.26901
C -7.00045 -0.06315 -0.13615
C -6.90960 -1.21600 -0.89817
C -5.66494 -1.72758 -1.22681
C -4.51305 -1.07356 -0.83224
S -0.11945 0.12406 2.05727
H -5.92359 1.48930 0.87001
H -7.96643 0.32121 0.15685
H -7.80693 -1.72073 -1.22611
H -5.58798 -2.64146 -1.79699
H -3.53811 -1.46268 -1.07764
```

Output
**Electronic energy**: -6814.5384 hartree
**Gap between HOMO and LUMO (alpha / beta)**: 7.1 / 7.0 eV
**Expectation value of S²**: 2.01
**Multiplicity**: 3
**HOMO (alpha / beta)**: -4.7 / -5.0 eV
**Relative energy (zero: lowest compared OMol25 entry of this formula, charge and spin)**: 0.760 eV
**Total charge**: -1

=====

5.
The following is a DFT calculation (ωB97M-V/def2-TZVPD) of a cluster of 2 separate species, C18H11Cl3F3O3S in total.

The geometry in XYZ format:
```
39
C18H11Cl3F3O3S, DFT ωB97M-V/def2-TZVPD
F -2.07848 5.22860 2.63020
C -2.32864 4.13786 1.89234
F -2.40675 3.07489 2.72043
F -3.53882 4.29257 1.29870
S -0.97996 3.84795 0.61826
C -1.66789 2.37068 -0.29973
C -1.22587 2.15221 -1.74004
C -2.06809 1.40914 -2.58300
C -1.67720 1.12026 -3.89826
C -0.43996 1.56575 -4.37767
C 0.40043 2.28269 -3.51768
C 0.03416 2.54469 -2.19603
O -1.03280 4.98362 -0.26887
O 0.21572 3.51977 1.35905
H -2.74929 2.60532 -0.26366
H -3.02880 1.07829 -2.17618
H -2.36266 0.57628 -4.54092
H -0.14337 1.35728 -5.40084
H 1.35468 2.65057 -3.88097
H 0.71377 3.06088 -1.50809
Cl -1.35962 0.94421 0.64349
C 0.36425 -1.92750 3.44424
Cl -0.76707 -1.31390 4.56087
C -0.17774 -2.74260 2.31760
O -1.37516 -2.78276 2.01556
C 0.84227 -3.42112 1.47734
C 2.18103 -2.90013 1.44770
C 3.10587 -3.49420 0.55294
C 2.71880 -4.54567 -0.27975
C 1.36416 -4.92932 -0.35709
C 0.42197 -4.27443 0.45135
C 2.47128 -1.74951 2.24534
Cl 3.84738 -0.79771 1.84596
C 1.58104 -1.31378 3.24827
H 4.09098 -3.03191 0.41902
H 3.44371 -4.99279 -0.96627
H 1.03858 -5.68237 -1.09237
H -0.63684 -4.44313 0.29245
H 1.85494 -0.46070 3.86628
```

Output
**Electronic energy**: -2996.6329 hartree
**Gap between HOMO and LUMO**: 5.3 eV
**HOMO**: -2.9 eV
**Relative energy (zero: lowest compared OMol25 entry of this formula, charge and spin)**: 0.328 eV
**Total charge**: -1

=====

6.
The following is a DFT calculation (ωB97M-V/def2-TZVPD) of a structure of composition C18H11CoN6O2S3.

The geometry in XYZ format:
```
41
C18H11CoN6O2S3, DFT ωB97M-V/def2-TZVPD
Co 0.24592 -0.10058 -1.05683
N -4.79305 -0.75074 5.67637
C -3.77985 -0.84758 4.75125
C -2.47034 -0.49413 5.09379
C -1.44704 -0.62436 4.17677
C -1.72119 -1.11495 2.90794
C -3.01588 -1.47636 2.55216
C -4.03897 -1.34159 3.46647
S -0.43788 -1.27342 1.73404
O -0.73278 -2.37948 0.86127
O 0.82451 -1.22604 2.41821
N -0.56734 0.02571 0.72473
C -0.00473 1.23464 1.03976
N 0.45345 1.83884 -0.08318
C 1.01950 3.03328 0.04506
C 1.13444 3.64223 1.27750
C 0.64430 2.93090 2.36653
N 0.07721 1.73610 2.26823
H -4.63749 -0.20844 6.50606
H -5.74289 -0.80552 5.35778
H -2.26382 -0.12144 6.08980
H -0.43218 -0.34958 4.42675
H -3.20693 -1.87248 1.56388
H -5.04858 -1.62917 3.19930
H 1.38328 3.49901 -0.86320
H 1.58852 4.61444 1.38830
H 0.71500 3.33823 3.36936
S -0.27912 0.27480 -3.27290
C 1.16889 -0.22297 -4.01186
C 1.31089 -0.02113 -5.40834
C 2.44002 -0.40881 -6.07199
C 2.54596 -0.18132 -7.48687
N 2.63230 0.00613 -8.61640
C 3.50853 -1.03403 -5.36144
C 3.40359 -1.23903 -4.01612
C 2.24777 -0.83996 -3.29582
S 2.20763 -1.13450 -1.62486
C 4.69707 -1.44529 -6.05660
N 5.65281 -1.77012 -6.60373
H 0.50451 0.44996 -5.95262
H 4.21399 -1.71127 -3.47856
```

Output
**Electronic energy**: -3748.8908 hartree
**Gap between HOMO and LUMO (alpha / beta)**: 7.7 / 5.0 eV
**Expectation value of S²**: 6.03
**Multiplicity**: 5
**HOMO (alpha / beta)**: -8.4 / -8.4 eV
**Relative energy (zero: lowest compared OMol25 entry of this formula, charge and spin)**: 0.000 eV